(1)
The following is a DFT calculation (ωB97M-V with the def2-TZVPD basis set) of a cluster of 3 separate species, C18H18BrF17N2O4S in total at a distorted geometry.

```
61
Properties=species:S:1:pos:R:3:mulliken_charge:R:1
C -4.56043 0.38606 2.09828 -0.825
C -4.29543 0.77272 0.53418 -0.099
Br -5.96986 0.39709 -0.46541 -0.116
C -3.84266 2.30647 0.53237 -0.727
N -3.27075 2.79557 -0.76934 -0.069
C -2.05354 1.99934 -1.06007 0.163
C -0.69684 2.20929 -0.27774 0.135
C 0.39137 1.19993 -0.76001 -0.437
C 0.21204 0.12785 -1.84860 -0.369
N -1.02343 0.00040 -2.53767 -0.520
C -2.04958 0.88193 -2.11884 -0.192
S -2.87856 4.48655 -0.53210 1.200
O -1.88903 4.90553 -1.59184 -0.536
O -4.12851 5.33229 -0.64105 -0.576
F -2.23072 4.76436 0.99716 -0.262
H -3.51379 0.18180 2.54882 0.027
H -5.02768 1.26202 2.65880 0.295
H -5.15802 -0.58288 2.13707 0.440
H -3.50785 0.03467 0.17042 0.302
H -3.17248 2.46843 1.44271 0.377
H -4.80252 2.92777 0.71556 0.528
H -0.54977 2.98180 0.54201 0.329
H 1.41602 1.24838 -0.24024 0.284
H 1.06510 -0.58388 -2.12361 0.381
H -3.05838 0.74412 -2.66522 0.313
F 5.70005 -0.52383 -5.08034 -0.211
C 5.47228 0.32683 -6.09990 0.105
F 6.54909 0.23223 -6.92119 -0.277
C 5.29087 1.76884 -5.62646 0.864
F 6.41912 2.23285 -5.03708 -0.273
F 5.09982 2.54626 -6.73290 -0.329
C 4.09188 2.02113 -4.68839 -0.702
O 4.37636 2.08913 -3.28528 -0.373
C 4.40147 0.87030 -2.57283 0.715
F 3.95267 -0.12594 -3.35874 -0.274
F 3.48849 1.00357 -1.58044 -0.228
C 5.77581 0.57579 -1.96215 0.179
F 6.72865 0.47590 -2.91448 -0.224
F 5.76428 -0.60547 -1.29693 -0.253
H 4.59789 -0.02102 -6.65654 0.284
H 3.72592 3.02328 -4.93175 0.431
H 3.24754 1.36115 -4.90270 0.330
H 6.07362 1.36459 -1.26757 0.249
F -1.84742 -1.61194 4.80503 -0.235
C -0.97946 -1.46180 3.78707 0.093
F -1.49430 -0.48851 2.98945 -0.226
C -0.78569 -2.75187 2.99085 0.916
F -1.94320 -3.13798 2.40200 -0.271
F 0.08125 -2.48137 1.97037 -0.343
C -0.19748 -3.94297 3.77585 -0.761
O -1.12837 -4.92404 4.24736 -0.404
C -1.74263 -4.68114 5.49672 0.755
F -1.16300 -3.62279 6.09306 -0.274
F -1.44864 -5.75296 6.26829 -0.295
C -3.26446 -4.54105 5.38236 0.192
F -3.60712 -3.50501 4.58382 -0.195
F -3.81832 -4.29789 6.59480 -0.254
H -0.03078 -1.09570 4.18852 0.251
H 0.42672 -4.49237 3.06445 0.415
H 0.49440 -3.62572 4.56017 0.341
H -3.71199 -5.44808 4.96983 0.236
```

Properties
* HOMO-LUMO gap: 9.06 eV
* LUMO: -0.59 eV
* structure (SMILES): C[C@@H](Br)CN(c1cccnc1)S(=O)(=O)F.FC(F)C(F)(F)COC(F)(F)C(F)F.FC(F)C(F)(F)COC(F)(F)C(F)F
* calculated total energy: -157197.4860 eV

(2)
The following is a DFT calculation (ωB97M-V with the def2-TZVPD basis set) of a structure of composition C18H18BrF3NO4S2 at a distorted geometry.

```
47
Properties=species:S:1:pos:R:3:mulliken_charge:R:1
C 4.59997 -1.52091 4.34030 -1.228
C 3.82123 -1.94391 3.13097 -0.213
O 2.45333 -1.54762 3.43647 -0.320
C 1.68228 -1.62555 2.35701 -0.501
C 0.29243 -1.03456 2.57027 1.677
C 0.36822 0.19029 1.64946 0.092
C 0.82675 0.05687 0.33479 -0.442
C 0.64829 1.04891 -0.62415 -0.775
C -0.08638 2.18641 -0.27685 0.037
Br -0.67473 3.35411 -1.62985 -0.249
C -0.49404 2.37989 1.05385 -0.516
C -0.24305 1.39422 2.01252 -0.431
O 2.14378 -2.05275 1.30485 -0.600
H 5.64222 -1.82685 4.23032 0.402
H 4.58904 -0.43010 4.44354 0.293
H 4.18404 -1.97718 5.24276 0.302
H 4.17693 -1.42221 2.23185 0.284
H 3.82121 -3.03009 2.96142 0.272
H 0.17317 -0.76895 3.62693 0.597
H 1.34378 -0.83916 0.00645 0.417
H 1.01789 0.89376 -1.63406 0.401
H -1.06277 3.25977 1.31860 0.407
H -0.59709 1.51248 3.03711 0.377
C -2.31100 -4.82629 2.24535 -0.778
N -0.97187 -4.78998 2.81473 -0.115
S -0.60579 -3.60439 4.19053 -0.182
C -2.19008 -3.71718 4.98813 0.896
F -2.02802 -3.06859 6.17467 -0.264
F -3.20403 -3.09602 4.30932 -0.198
F -2.56502 -5.00301 5.24000 -0.234
S 0.23413 -4.38365 1.67688 1.247
C -0.53728 -2.87832 1.10302 0.466
C -1.02022 -2.77580 -0.18922 -1.147
C -2.04560 -1.88790 -0.51258 -0.855
C -2.66418 -1.11794 0.48924 -0.524
C -2.12404 -1.07323 1.74464 -0.856
C -0.91996 -1.85476 2.10138 1.896
O 1.39054 -4.27077 2.53121 -0.552
O 0.22864 -5.30827 0.57948 -0.799
H -2.97536 -5.27931 2.98396 0.262
H -2.65095 -3.82675 1.94860 0.277
H -2.24680 -5.48230 1.36657 0.369
H -0.53967 -3.37073 -0.95969 0.466
H -2.36402 -1.79432 -1.54855 0.327
H -3.54076 -0.52498 0.21372 0.360
H -2.52782 -0.41038 2.52180 0.388
H -1.28162 -2.40083 3.05662 -1.737
```

Properties
* HOMO-LUMO gap: 5.07 eV
* relative energy (zero: lowest compared OMol25 entry of this formula, charge and spin): 0.0 kJ/mol
* LUMO: 2.65 eV
* charge: -1
* calculated total energy: -128501.2236 eV

(3)
The following is a DFT calculation (ωB97M-V with the def2-TZVPD basis set) of an isolated molecule of C18H18BrNO3.

```
41
Properties=species:S:1:pos:R:3:mulliken_charge:R:1
C 2.29101 3.67890 -1.76902 -1.365
C 1.84304 2.51505 -0.90811 0.594
O 0.67825 2.31152 -0.63010 -0.479
N 2.86019 1.73085 -0.49734 -0.168
C 2.73303 0.59337 0.40283 0.189
C 1.53859 -0.28797 0.00795 -0.934
C 0.24980 0.27008 0.58448 0.589
O 0.14678 0.75765 1.67578 -0.600
O -0.77925 -0.03080 -0.22638 -0.255
C -2.04768 0.41658 0.08083 0.512
C -2.31313 1.72448 0.45832 -0.108
C -3.61457 2.11476 0.70892 -0.869
C -4.67462 1.22204 0.58643 0.850
C -6.07688 1.66102 0.87734 -1.419
C -4.40583 -0.08349 0.19887 -0.549
C -3.10358 -0.47644 -0.04589 -0.142
Br -2.72381 -2.26030 -0.57159 -0.174
C 4.00894 -0.20797 0.37502 0.083
C 4.60471 -0.62467 1.55752 -0.369
C 5.76479 -1.37905 1.53009 -0.635
C 6.34205 -1.72239 0.31962 -0.391
C 5.75159 -1.31355 -0.86427 -0.716
C 4.59021 -0.56261 -0.83702 -0.279
H 2.90820 3.32962 -2.59346 0.358
H 2.86981 4.37740 -1.16792 0.344
H 1.41735 4.19028 -2.16217 0.347
H 3.80329 2.00520 -0.72446 0.380
H 2.54075 0.95619 1.42400 0.372
H 1.44907 -0.37978 -1.07340 0.383
H 1.67585 -1.28484 0.43456 0.388
H -1.48909 2.41453 0.53602 0.445
H -3.81306 3.13457 1.00283 0.370
H -6.29721 2.59648 0.36671 0.349
H -6.79552 0.90964 0.56145 0.352
H -6.20074 1.82836 1.94702 0.302
H -5.20652 -0.79980 0.09136 0.329
H 4.15450 -0.35801 2.50249 0.392
H 6.21946 -1.69789 2.45610 0.391
H 7.24804 -2.30922 0.29812 0.387
H 6.19456 -1.58347 -1.81151 0.384
H 4.12698 -0.25414 -1.76328 0.363
```

Properties
* HOMO-LUMO gap: 9.20 eV
* relative energy (zero: lowest compared OMol25 entry of this formula, charge and spin): 0.0 kJ/mol
* LUMO: 0.63 eV
* structure (SMILES): CC(=O)N[C@@H](CC(=O)Oc1ccc(C)cc1Br)c1ccccc1
* calculated total energy: -96634.3741 eV

(4)
The following is a DFT calculation (ωB97M-V with the def2-TZVPD basis set) of an isolated molecule of C18H18ClN3O4S at a distorted geometry.

```
45
Properties=species:S:1:pos:R:3:mulliken_charge:R:1
C 2.30675 3.41553 -4.62658 -1.147
C 2.03601 3.49812 -3.12198 0.578
N 1.65907 4.68225 -2.57686 -0.634
C 1.28383 4.72412 -1.29733 -0.333
N 1.18178 3.65342 -0.49180 -0.421
C 1.68533 2.52873 -1.02383 0.251
C 2.08092 2.36199 -2.29617 0.609
C 2.35136 0.91629 -2.48246 -1.227
C 2.01383 0.30513 -1.30344 -0.168
N 1.66163 1.30633 -0.38249 0.317
C 1.14530 1.13172 0.97772 -0.327
O 1.42644 -0.18363 1.54608 -0.556
C 0.18775 -0.76303 2.07251 -0.143
C -0.16325 -2.07662 1.34131 -0.025
O -0.49117 -1.80261 -0.03755 -0.266
C -0.97772 -2.95431 -0.75568 -0.791
C -2.22332 -3.58710 -0.15123 -0.459
C -2.18503 -3.58937 1.33307 -0.051
C -3.08229 -4.34939 2.14100 -1.169
C -2.81362 -4.19136 3.46107 0.464
Cl -3.71978 -5.08202 4.62557 -0.198
S -1.47768 -3.11707 3.76573 -0.211
C -1.26354 -2.82596 2.05814 0.210
C -0.90436 0.28574 1.91330 -0.001
O -1.15998 0.87241 3.22194 -0.630
C -0.36252 1.34606 0.99430 0.225
O -0.75660 2.65645 1.44507 -0.680
H 1.52521 2.76389 -5.03372 0.313
H 3.30940 2.96092 -4.76981 0.334
H 2.24376 4.41104 -5.11984 0.326
H 0.93380 5.67824 -0.91895 0.412
H 2.69796 0.41924 -3.37818 0.418
H 2.04688 -0.72549 -1.05155 0.513
H 1.60709 1.85095 1.65490 0.191
H 0.28352 -0.99339 3.15889 0.490
H 0.71057 -2.71267 1.37956 0.496
H -1.21321 -2.66903 -1.78258 0.300
H -0.18533 -3.67826 -0.77731 0.426
H -3.10510 -3.08220 -0.51800 0.300
H -2.31129 -4.60533 -0.53702 0.400
H -3.87068 -5.01731 1.84368 0.434
H -1.82657 -0.15456 1.50886 0.308
H -1.23266 1.82559 3.07603 0.364
H -0.73515 1.19626 0.00203 0.395
H -0.31733 3.37028 0.91359 0.361
```

Properties
* HOMO-LUMO gap: 9.14 eV
* relative energy (zero: lowest compared OMol25 entry of this formula, charge and spin): 0.0 kJ/mol
* LUMO: 0.49 eV
* structure (SMILES): Cc1ncnc2c1ccn2[C@@H]1O[C@H]([C@@H]2OCCc3cc(Cl)sc32)[C@@H](O)[C@H]1O
* calculated total energy: -54975.3065 eV